Record 1
Entry from the OMol25 dataset: a cluster of 3 separate species, C16H38BF5N3O7S2 in total at a distorted geometry (ωB97M-V/def2-TZVPD).

LUMO level	-4.7	eV

```
! RIJCOSX wB97M-V def2-TZVPD def2/J DEFGRID3
* xyz 1 1
C -2.9349 2.5409 -1.0774
C -1.9600 1.8403 -0.0665
B -2.0996 0.2743 -0.0586
O -2.6960 -0.4228 -1.0632
N -1.4927 -0.5845 1.1206
S -0.4470 -1.8427 0.4474
S -2.8805 -1.2378 2.0290
O -3.1848 -2.4926 1.4550
O -3.9775 -0.3544 1.8148
C -2.4958 -1.5585 3.8227
F -3.6145 -1.5148 4.5083
F -2.0032 -2.7653 3.9908
C -1.4845 -0.5289 4.4750
F -1.8542 -0.3708 5.7280
F -0.2850 -1.0674 4.4808
F -1.5165 0.6762 3.9125
H -3.2706 1.8897 -1.9088
H -3.7527 3.0059 -0.5140
H -2.3680 3.3751 -1.5177
H -0.9175 2.1391 -0.2855
H -2.2320 2.1770 0.9562
H -3.6564 -0.2533 -1.0231
H -0.8874 0.0576 1.6514
H -1.0683 -2.2743 -0.6868
C 4.6403 0.5893 3.7674
O 3.9974 0.3330 5.0033
C 2.8746 -0.5313 4.9092
C 3.1739 -1.8941 5.5112
N 4.1128 -2.6469 4.6885
C 4.6705 -3.8364 5.3374
C 5.4746 -3.6502 6.6257
O 6.7176 -2.9950 6.4518
C 6.6532 -1.5813 6.4006
H 5.3313 1.4174 3.9173
H 5.2162 -0.2765 3.4282
H 3.9185 0.8763 2.9961
H 2.5108 -0.6195 3.8788
H 2.0798 -0.0663 5.5016
H 2.2408 -2.4616 5.5972
H 3.5642 -1.7251 6.5213
H 4.8830 -2.0423 4.4337
H 5.3265 -4.3118 4.6047
H 3.8528 -4.5386 5.5319
H 5.7207 -4.6497 6.9924
H 4.8930 -3.1725 7.4232
H 5.8645 -1.1787 7.0407
H 6.5213 -1.2394 5.3706
H 7.6104 -1.1910 6.7480
C -3.3371 3.3647 -8.7766
O -3.2035 1.9543 -8.7359
C -1.8578 1.4956 -8.8045
C -1.4005 0.9373 -7.4675
N -1.2385 1.9936 -6.4724
C -1.0851 1.5151 -5.1020
C -2.2197 0.6894 -4.4895
O -3.4137 1.4179 -4.2458
C -4.2567 1.5746 -5.3806
H -4.3892 3.5947 -8.9399
H -3.0313 3.8240 -7.8310
H -2.7579 3.7949 -9.5976
H -1.1801 2.2725 -9.1691
H -1.8461 0.6802 -9.5328
H -0.4435 0.4239 -7.6015
H -2.1447 0.1953 -7.1535
H -2.0488 2.5987 -6.5022
H -0.9463 2.4014 -4.4761
H -0.1571 0.9358 -5.0402
H -1.8750 0.3567 -3.5050
H -2.4332 -0.2234 -5.0566
H -4.2170 0.7123 -6.0483
H -4.0053 2.4886 -5.9207
H -5.2808 1.6865 -5.0220
*
```

These are the Mulliken partial charges, in e, on atoms 1 to 6: -0.94 -0.27 0.22 -0.46 -0.31 0.00

Record 2
Entry from the OMol25 dataset: the molecule C4H7NO2 at a distorted geometry (ωB97M-V/def2-TZVPD).

SMILES	O=C1CN[C@H]1CO
LUMO level	0.8	eV
ΔE to the lowest compared entry with this formula, charge and spin	2.339	eV

```
! RIJCOSX wB97M-V def2-TZVPD def2/J DEFGRID3
* xyz 0 1
O -1.9538 -1.1101 0.1047
C -1.2033 -0.2360 -0.2304
C -1.1907 1.2847 -0.1647
N 0.1730 1.2632 -0.7518
C 0.2319 -0.2173 -0.7709
C 1.1716 -0.9228 0.1815
O 1.0510 -0.4028 1.4927
H -1.2583 1.6598 0.8642
H -1.9385 1.7907 -0.7864
H 0.8543 1.6560 -0.1102
H 0.3640 -0.6458 -1.7715
H 0.8205 -1.9735 0.2283
H 2.2196 -0.9373 -0.1301
H 0.6586 -1.2087 1.8448
*
```

These are the natural (NBO) partial charges, in e, on atoms 1 to 6: -0.51 0.61 -0.35 -0.60 -0.20 -0.08

Record 3
Entry from the OMol25 dataset: a cluster of 9 separate species, C18H56N2O12 in total at a distorted geometry (ωB97M-V/def2-TZVPD).

SMILES	COC[C@H](C)N.COC[C@H](C)N.OCCO.OCCO.OCCO.CO.CO.CO.CO
LUMO level	0.1	eV

```
! RIJCOSX wB97M-V def2-TZVPD def2/J DEFGRID3
* xyz 0 1
C -0.4057 1.5380 8.1096
O -0.0452 0.9794 6.8512
C 0.5321 -0.3508 6.8110
C -0.5611 -1.3595 7.1724
C 0.0506 -2.7946 7.3728
N -1.7252 -1.2911 6.3557
H 0.3882 1.2492 8.7983
H -1.3240 1.1927 8.5846
H -0.5677 2.6096 7.9929
H 0.9877 -0.5344 5.8379
H 1.3573 -0.4116 7.5205
H -1.0077 -1.0413 8.1145
H -0.6557 -3.3469 7.9927
H 0.9651 -2.8077 7.9658
H 0.2883 -3.4124 6.5069
H -1.6418 -0.4214 5.8490
H -1.5643 -1.9791 5.6340
C -1.8130 0.8813 -0.2990
O -0.9211 1.3298 -1.3147
C -0.2196 0.3503 -2.1885
C 0.5560 0.9369 -3.3698
C -0.2516 1.7552 -4.3955
N 1.2163 -0.1793 -4.0092
H -2.6431 0.2756 -0.6626
H -2.2309 1.7391 0.2279
H -1.2865 0.1454 0.3087
H 0.5567 -0.1573 -1.6160
H -0.8883 -0.4530 -2.4976
H 1.2968 1.6499 -3.0078
H 0.5004 2.1623 -5.0713
H -0.6893 2.5607 -3.8059
H -0.9969 1.0841 -4.8226
H 0.4464 -0.7387 -4.3474
H 1.5988 -0.7897 -3.3012
O 5.3388 -7.0148 0.5891
C 5.6522 -6.5362 -0.7048
C 4.5068 -5.7420 -1.3160
O 4.5677 -4.3476 -0.9745
H 6.0647 -7.5697 0.8837
H 6.5138 -5.8733 -0.6254
H 5.8960 -7.4269 -1.2838
H 3.5247 -6.1653 -1.1054
H 4.3995 -5.8657 -2.3937
H 4.7130 -4.3042 -0.0265
O -3.2139 -5.1901 2.8736
C -4.5037 -5.8313 2.7492
C -5.6108 -4.7784 3.0030
O -5.7310 -4.4225 4.3727
H -2.5371 -5.8674 2.9425
H -4.5494 -6.1692 1.7139
H -4.5057 -6.6415 3.4783
H -6.5683 -5.1126 2.6035
H -5.4333 -3.7774 2.6098
H -4.9943 -3.8474 4.5920
O -1.1288 6.7645 3.3855
C -0.7476 6.7893 2.0479
C 0.7013 6.3525 1.9899
O 0.8942 4.9259 2.1934
H -0.6719 6.0176 3.7790
H -1.3418 6.1131 1.4332
H -0.8480 7.7825 1.6101
H 1.2606 7.0480 2.6157
H 1.0725 6.6786 1.0184
H 0.2760 4.3867 1.6947
C -6.6211 3.7273 -5.7186
O -6.4984 5.1596 -5.8857
H -5.6789 3.3030 -5.3717
H -7.2697 3.3733 -4.9172
H -6.9938 3.0946 -6.5241
H -6.2579 5.5235 -5.0306
C 3.9686 6.3536 -6.8653
O 4.5637 6.5528 -8.1653
H 2.8820 6.2820 -6.9120
H 4.3449 5.3904 -6.5209
H 4.2906 7.1706 -6.2196
H 4.0164 7.0629 -8.7669
C 6.3047 1.3031 -1.4865
O 6.0143 1.5566 -2.8101
H 6.6109 2.2740 -1.0970
H 5.4724 0.9165 -0.8983
H 7.2476 0.7566 -1.4702
H 5.3110 0.9373 -3.0183
C -2.4146 -3.3943 -6.5202
O -1.5785 -4.3054 -5.8496
H -2.8712 -2.7020 -5.8129
H -1.8848 -2.6516 -7.1167
H -3.2257 -3.9071 -7.0372
H -2.0307 -4.5234 -5.0313
*
```

These are the Mulliken partial charges, in e, on atoms 1 to 6: -0.69 -0.35 -0.73 0.52 -1.41 -0.59

Record 4
Entry from the OMol25 dataset: the molecule C25H30FN7O3 at a distorted geometry (ωB97M-V/def2-TZVPD).

SMILES	CC(C)(C)NC(=O)[C@@H](c1ccncc1)N(C[C@@H]1CCCO1)C(=O)Cn1nnc(-c2ccc(F)cc2)n1
LUMO level	0.5	eV
ΔE to the lowest compared entry with this formula, charge and spin	0.080	eV

```
! RIJCOSX wB97M-V def2-TZVPD def2/J DEFGRID3
* xyz 0 1
C 5.1810 0.9890 -2.0140
C 4.6244 -0.3812 -1.6228
C 5.6943 -1.2093 -0.9052
C 4.1234 -1.1188 -2.8618
N 3.4693 -0.1964 -0.7397
C 3.5065 0.4572 0.4256
O 4.4776 1.0022 0.9065
C 2.1299 0.5895 1.1388
C 1.2020 1.2471 0.1442
C 1.2055 2.6303 -0.0029
C 0.3728 3.1986 -0.9527
N -0.4224 2.4943 -1.7387
C -0.4194 1.1798 -1.6028
C 0.3648 0.5061 -0.6813
N 1.5995 -0.6532 1.6807
C 2.3248 -1.9102 1.5600
C 1.6456 -2.9171 0.6294
C 2.4019 -4.2610 0.5573
C 2.3605 -4.6321 -0.9335
C 1.4220 -3.5723 -1.5219
O 1.5917 -2.4330 -0.7071
C 0.4883 -0.7069 2.4530
O 0.0692 -1.7549 2.8970
C -0.2411 0.6044 2.8059
N -1.5957 0.5365 2.3536
N -2.5751 0.0115 3.0441
N -3.6359 0.1054 2.3320
C -3.2817 0.7116 1.1771
C -4.2102 1.0233 0.1110
C -5.5121 0.5283 0.1758
C -6.4143 0.8160 -0.8288
C -5.9991 1.6014 -1.8907
F -6.8773 1.8824 -2.8766
C -4.7142 2.1089 -1.9732
C -3.8170 1.8185 -0.9638
N -1.9801 0.9907 1.1789
H 6.0180 0.8702 -2.6961
H 5.5210 1.5193 -1.1297
H 4.4100 1.5813 -2.5020
H 6.5531 -1.3552 -1.5542
H 6.0202 -0.6921 -0.0069
H 5.2975 -2.1845 -0.6285
H 4.9364 -1.2521 -3.5703
H 3.7387 -2.0984 -2.5908
H 3.3316 -0.5520 -3.3468
H 2.6420 -0.7348 -0.9672
H 2.3381 1.2806 1.9687
H 1.8456 3.2475 0.6099
H 0.3388 4.2711 -1.0915
H -1.0829 0.6385 -2.2642
H 0.3178 -0.5678 -0.6075
H 2.3562 -2.3732 2.5523
H 3.3414 -1.7078 1.2277
H 0.6198 -3.0855 0.9850
H 1.9141 -5.0071 1.1795
H 3.4273 -4.1416 0.9059
H 3.3510 -4.5501 -1.3809
H 1.9863 -5.6378 -1.1059
H 0.3787 -3.9135 -1.4689
H 1.6535 -3.2909 -2.5494
H 0.2084 1.4967 2.3783
H -0.2654 0.6598 3.8981
H -5.7979 -0.0785 1.0205
H -7.4262 0.4438 -0.8006
H -4.4298 2.7211 -2.8141
H -2.8118 2.2067 -1.0010
*
```

These are the natural (NBO) partial charges, in e, on atoms 1 to 6: -0.62 0.13 -0.62 -0.61 -0.65 0.70

Record 5
Entry from the OMol25 dataset: a structure of composition H14O7 at a distorted geometry (ωB97M-V/def2-TZVPD).

LUMO level	0.4	eV
ΔE to the lowest compared entry with this formula, charge and spin	4.160	eV

```
! RIJCOSX wB97M-V def2-TZVPD def2/J DEFGRID3
* xyz 0 1
O 0.4682 1.3990 -0.6963
O 2.9485 -0.0650 -0.5071
O 0.9598 -0.8492 1.1591
O -0.0596 1.7644 1.9774
H 0.1926 1.6417 0.2037
H 1.3811 1.0878 -0.6066
H 2.8117 -0.7609 -1.1702
H 2.5038 -0.4607 0.2716
H 0.3740 -1.2156 0.4814
H 0.4776 -0.0178 1.3221
H 0.7839 2.0462 2.4027
H -0.7637 2.0094 2.5756
O -0.5359 -1.7444 -1.0199
O -2.3147 0.0618 1.3959
O -1.0019 -0.3804 -2.2464
H -1.8036 -0.2355 0.6355
H -2.8489 -0.7540 1.5204
H -0.9263 -2.6070 -1.2419
H -0.9431 -1.1467 -1.6645
H -0.4674 0.2215 -1.7061
H -1.2362 0.0056 -3.0865
*
```

These are the natural (NBO) partial charges, in e, on atoms 1 to 6: -1.01 -0.98 -1.00 -0.97 0.50 0.51

Record 6
Entry from the OMol25 dataset: a structure of composition C14H30F6Li2N6O8S2 at a distorted geometry (ωB97M-V/def2-TZVPD).

LUMO level	-2.1	eV

```
! RIJCOSX wB97M-V def2-TZVPD def2/J DEFGRID3
* xyz 0 1
Li -1.4688 1.0505 -2.8982
Li -2.5801 -1.8569 -0.4708
C -1.4031 0.5204 -0.1778
O -2.1151 -0.0397 -1.2295
H -0.8570 1.3590 -0.6098
H -1.9197 0.8693 0.7163
H -0.6061 -0.0868 0.2514
C -2.0367 -4.9226 -2.0751
F -1.6247 -5.9187 -2.8875
F -1.8469 -3.7663 -2.5687
F -3.3608 -5.1183 -1.8970
S -1.1313 -4.8024 -0.2897
O -1.3168 -6.1165 0.2290
O 0.2228 -4.4652 -0.5938
N -2.0078 -3.4201 0.4798
S -1.7382 -3.4847 2.0000
O -2.2667 -4.6354 2.6866
O -0.4295 -3.0843 2.4587
C -2.8251 -1.9909 2.7264
F -3.9300 -1.8045 1.9890
F -3.2573 -2.1833 3.9645
F -2.1739 -0.8613 2.6044
C -6.4459 0.8882 0.7279
O -7.3277 0.5429 -0.0026
N -6.5560 2.0010 1.3411
N -5.3537 0.2277 0.9762
H -7.4672 2.4362 1.3193
H -6.0699 2.0923 2.2217
H -4.7107 0.6775 1.6121
H -5.1641 -0.6149 0.4527
C -5.5957 0.4997 -3.5748
O -6.5533 1.1206 -4.0977
N -5.2265 0.5884 -2.3599
N -4.8025 -0.3817 -4.0766
H -5.8444 1.0192 -1.6870
H -4.2476 0.4757 -2.1381
H -4.1771 -0.8292 -3.4218
H -4.9609 -0.7122 -5.0177
C 4.6649 3.9067 -0.6601
C 4.8653 2.3613 -0.5129
C 6.1439 2.2346 0.3790
C 6.1807 1.0214 1.2601
C 4.8325 0.8371 1.9932
C 3.5919 0.7895 1.2255
N 3.6681 1.9742 0.2826
O 2.5602 2.0810 -0.4635
C 3.5071 -0.6087 0.4968
C 2.4238 0.8123 2.3094
C 5.0852 1.7152 -1.8125
H 4.4510 4.2982 0.3344
H 3.8796 4.0264 -1.4065
H 5.5597 4.4638 -0.9377
H 7.0012 2.1794 -0.2918
H 6.3173 3.0512 1.0800
H 7.0417 1.1234 1.9206
H 6.1469 0.1846 0.5625
H 4.6285 1.5712 2.7727
H 4.8419 -0.1317 2.4926
H 4.4005 -0.8868 -0.0622
H 3.3959 -1.3879 1.2509
H 2.5569 -0.6397 -0.0364
H 2.6228 0.0726 3.0849
H 2.3371 1.7544 2.8508
H 1.4156 0.7238 1.9046
H 4.2246 2.1247 -2.3415
H 5.0178 0.6283 -1.8597
H 5.9437 1.8591 -2.4685
H 1.8695 2.5876 -0.0300
*
```

These are the natural (NBO) partial charges, in e, on atoms 1 to 6: 0.98 0.92 -0.25 -1.13 0.10 0.16

Record 7
Entry from the OMol25 dataset: a structure of composition C22H28F5NOPdSi2Te2 at a distorted geometry (ωB97M-V/def2-TZVPD).

LUMO level	4.2	eV
ΔE to the lowest compared entry with this formula, charge and spin	4.008	eV

```
! RIJCOSX wB97M-V def2-TZVPD def2/J DEFGRID3
* xyz -2 1
Pd -0.6431 0.0320 -1.0419
C 2.0409 -2.6924 -0.2862
Si 1.5398 -0.8259 -0.5925
C 2.9275 -0.3080 -1.8779
C 2.1341 0.0031 1.0631
C 3.4873 -0.0460 1.3873
C 4.0027 0.6055 2.4935
C 3.1515 1.3450 3.2972
C 1.8018 1.3660 3.0021
C 1.2670 0.6967 1.9128
Si -0.6415 0.7704 1.7618
C -1.2393 -1.0647 1.8544
C -1.3254 1.5314 3.3813
H 3.0706 -2.7589 0.0582
H 1.9652 -3.2573 -1.2095
H 1.4051 -3.1765 0.4488
H 3.1920 -1.1518 -2.5084
H 3.8287 0.0264 -1.3723
H 2.6030 0.4970 -2.5295
H 4.1639 -0.6156 0.7595
H 5.0586 0.5299 2.7416
H 3.5345 1.8941 4.1522
H 1.1340 1.9259 3.6364
H -0.6615 -1.6869 2.5394
H -1.1847 -1.5437 0.8680
H -2.2819 -1.0871 2.1752
H -1.0154 0.9682 4.2563
H -2.4088 1.5531 3.3425
H -0.9906 2.5569 3.5050
C -1.8790 5.3838 -0.7516
C -0.9764 4.2662 -1.1714
C -1.3990 3.3626 -2.1430
C -0.5987 2.2787 -2.4603
N 0.5877 2.0524 -1.8690
C 0.9820 2.9178 -0.9397
C 0.2574 4.0386 -0.5756
H -2.7168 4.9487 -0.2057
H -2.2713 5.9120 -1.6215
H -1.3611 6.0936 -0.1070
H -2.3689 3.4856 -2.6028
H -0.8844 1.5701 -3.2513
H 1.9154 2.6723 -0.4449
H 0.6182 4.6913 0.2069
F -3.6398 2.3969 0.0647
Te -3.1068 0.4701 -0.0086
F -4.0808 0.6306 1.7948
F -4.9900 0.4642 -0.6133
F -3.9018 -1.5752 0.3297
F -3.1049 1.0624 -2.0868
O -1.0851 1.6593 0.5469
Te -2.1851 -1.6067 -2.2642
C -1.1542 -3.4665 -1.8857
C -0.3284 -4.0632 -2.8348
C 0.3644 -5.2256 -2.5521
C 0.2433 -5.8258 -1.3088
C -0.5686 -5.2402 -0.3507
C -1.2636 -4.0830 -0.6408
H -0.2366 -3.6035 -3.8082
H 1.0088 -5.6702 -3.3022
H 0.7753 -6.7448 -1.0905
H -0.6575 -5.6988 0.6277
H -1.9098 -3.6420 0.1030
*
```

These are the natural (NBO) partial charges, in e, on atoms 1 to 6: 0.17 -1.12 1.39 -1.12 -0.45 -0.22

Record 8
Entry from the OMol25 dataset: a cluster of 6 separate species, C20H28Cl3F12NO9 in total at a distorted geometry (ωB97M-V/def2-TZVPD).

SMILES	CCOC(=O)C(F)(F)F.CCOC(=O)C(F)(F)F.CCOC(=O)C(F)(F)F.CCOC(=O)C(F)(F)F.ClC(Cl)Cl.CN(C)C=O
LUMO level	0.2	eV
ΔE to the lowest compared entry with this formula, charge and spin	0.000	eV

```
! RIJCOSX wB97M-V def2-TZVPD def2/J DEFGRID3
* xyz 0 1
C -3.7943 -24.3213 -2.1070
C -4.5224 -24.7017 -3.4334
O -4.8806 -23.5572 -4.1290
C -6.0607 -22.9269 -3.7981
O -6.8745 -23.2719 -2.9194
C -6.2742 -21.6898 -4.6404
F -5.3185 -20.8158 -4.4552
F -6.3112 -21.9969 -5.9195
F -7.4372 -21.0371 -4.3710
H -4.5463 -23.8522 -1.4725
H -2.9584 -23.6415 -2.2722
H -3.3002 -25.2246 -1.7492
H -5.4076 -25.2882 -3.1874
H -3.8083 -25.2698 -4.0296
C -7.3588 -31.4786 -6.7624
C -6.0978 -31.1734 -7.6303
O -6.1378 -29.8809 -8.1309
C -6.0509 -28.7703 -7.2772
O -5.7571 -28.8238 -6.0763
C -6.4027 -27.3794 -7.9744
F -6.8672 -27.6391 -9.1586
F -7.2644 -26.6930 -7.2104
F -5.2237 -26.7490 -8.1408
H -7.2237 -32.3896 -6.1793
H -8.1279 -31.6568 -7.5140
H -7.6227 -30.7190 -6.0267
H -6.0854 -31.9135 -8.4304
H -5.1957 -31.3079 -7.0334
C 3.6228 -20.3394 -7.4416
C 3.7843 -19.1413 -8.3333
O 2.9877 -18.1281 -7.7677
C 2.9504 -16.9066 -8.2672
O 3.5932 -16.4819 -9.2253
C 1.9338 -16.0002 -7.6200
F 0.9435 -15.7398 -8.4926
F 1.3872 -16.5792 -6.5548
F 2.5429 -14.8845 -7.2082
H 3.9330 -20.1391 -6.4161
H 4.1417 -21.2572 -7.7184
H 2.6013 -20.7032 -7.3308
H 3.4217 -19.3122 -9.3469
H 4.8617 -18.9917 -8.4035
C -3.9506 -15.0937 -5.2800
C -4.3243 -13.6210 -4.7410
O -3.0882 -12.9703 -4.3669
C -2.5719 -13.0730 -3.1622
O -3.0292 -13.6981 -2.1674
C -1.2757 -12.2791 -3.0037
F -1.4466 -11.2457 -2.1454
F -0.3514 -13.0561 -2.4030
F -0.7747 -11.6605 -4.1584
H -3.3330 -14.8515 -6.1449
H -4.8492 -15.5652 -5.6777
H -3.4369 -15.7756 -4.6023
H -5.0249 -13.6765 -3.9078
H -4.6354 -12.8811 -5.4785
Cl 3.3838 -25.2872 -4.9767
C 2.7535 -25.2448 -3.3261
Cl 1.2725 -26.2690 -3.2356
Cl 2.3273 -23.6295 -2.8787
H 3.4866 -25.7108 -2.6677
C -1.3328 -22.4154 -7.9108
N -1.5331 -21.1798 -7.2145
C -1.9432 -20.0732 -8.0388
C -1.2197 -21.0518 -5.9288
O -1.3693 -20.0403 -5.2448
H -2.3027 -22.7273 -8.2983
H -0.9549 -23.1798 -7.2319
H -0.6214 -22.3305 -8.7322
H -3.0128 -20.0360 -8.2452
H -1.6792 -19.1149 -7.5915
H -1.4283 -19.9829 -8.9953
H -0.8756 -21.9873 -5.4611
*
```

These are the Mulliken partial charges, in e, on atoms 1 to 6: -1.13 -0.21 -0.25 0.27 -0.53 0.93

HOMO list, top to bottom, in eV: -10.51; -9.58; -9.34; -8.78; -10.14; -8.39; -1.45; -9.53
Orbital gap list, top to bottom, in eV: 5.84; 10.37; 9.47; 9.29; 10.55; 6.30; 5.65; 9.69
E list, top to bottom, in eV: -71934.13834; -9844.94085; -47116.43057; -45702.82042; -14557.30154; -78706.92859; -74218.94190; -111287.69302